{
  "formula": "C25H28BN7O2Ti",
  "method": "wB97M-V/def2-TZVPD",
  "total_energy_ev": -64685.214,
  "multiplicity": 3,
  "total_charge": 2,
  "lumo_energy_ev": [-6.017, -8.533],
  "mol_weight_g_mol": 517.22,
  "species": ["H", "H", "H", "C", "H", "C", "H", "H", "N", "N", "C", "H", "C", "N", "C", "N", "C", "H", "N", "C", "C", "C", "C", "H", "C", "H", "C", "C", "C", "H", "C", "H", "H", "C", "H", "H", "H", "C", "C", "H", "H", "H", "H", "H", "H", "C", "H", "O", "H", "N", "O", "Ti", "C", "B", "H", "H", "C", "H", "C", "C", "N", "C", "H", "C"],
  "coordinates": [[0.787598, 3.651591, -5.051305], [-3.189429, 2.030225, 0.565688], [-0.215465, 1.751934, 3.495046], [2.626428, -1.393496, -2.135371], [-0.383595, 1.006480, 5.102109], [0.066508, -1.115625, 3.431197], [-1.764981, -1.854519, 3.901513], [0.287122, 5.234695, -2.869111], [0.248992, 1.999152, -2.322111], [0.497500, 2.046272, -3.704668], [2.825938, -1.357349, 3.058020], [2.423972, -3.410004, 2.491150], [1.999607, -2.465369, 2.849158], [-1.298904, -0.514387, -3.302838], [0.324588, 1.210258, 4.285692], [1.580563, -0.577546, -2.429289], [2.308056, -0.161045, 3.550389], [-1.222614, -0.554329, -6.572339], [-1.330167, -1.022963, 3.506107], [-2.272185, -0.060892, 3.104100], [-3.414864, 0.092722, 3.918815], [0.101966, 3.286374, -1.870867], [0.320848, 4.157707, -2.925608], [1.026543, -3.905142, -0.335160], [-2.498586, -1.415691, -4.969477], [3.173579, -0.611593, -5.278330], [0.926317, -0.047872, 3.768351], [3.437922, -1.561888, -3.252891], [0.501514, -2.990121, -0.026374], [4.274293, 0.649766, 3.538097], [-2.226409, 0.660991, 1.889407], [-0.362114, -3.270847, 0.597374], [-3.265799, -1.958185, -5.490432], [-4.450914, 1.565748, 2.279850], [3.270111, 1.242876, 4.870038], [1.189876, -2.356432, 0.568262], [-5.373251, 1.001320, 4.147270], [-3.301308, 1.459249, 1.493073], [0.564792, 3.348766, -4.050151], [3.896526, -1.417577, 2.847775], [-3.005437, -1.716285, -2.837297], [2.700556, -1.829443, -1.142385], [-3.446045, -0.389682, 4.904334], [-0.209757, 3.468844, -0.852173], [1.109752, 1.875073, 4.660593], [-1.442279, -0.687014, -5.523066], [-0.061833, -3.168646, 2.837905], [-1.274083, 0.322315, -0.272831], [0.136892, -2.402767, -0.924788], [1.716581, -0.223587, -3.779353], [0.118007, 0.836748, 1.416175], [-0.235970, 0.216980, -1.857339], [-4.487538, 0.887798, 3.514123], [0.646598, 0.679136, -4.493541], [4.323318, -2.171680, -3.325614], [3.034050, 1.876595, 3.225866], [-1.024481, 0.572738, 1.003734], [0.965375, 0.859932, -5.630722], [3.262803, 0.974780, 3.807840], [0.620843, -2.343976, 3.055236], [-0.719597, -0.127120, -4.528414], [2.846929, -0.789126, -4.267072], [-5.282691, 2.194647, 1.935995], [-2.382556, -1.289516, -3.599374]],
  "atomic_forces_ev_per_a": [[0.008, -0.034, -0.358], [-0.241, -0.337, 0.293], [0.242, -0.222, 0.292], [-0.805, 0.478, -0.417], [0.205, 0.086, -0.165], [-0.765, 0.102, 0.005], [0.059, 0.042, -0.272], [0.072, -0.111, -0.189], [-0.088, 3.042, -1.236], [0.108, 0.376, 1.392], [-0.082, 0.038, 0.108], [-0.260, 0.396, 0.192], [-1.179, -0.381, 0.161], [-0.862, -0.398, -2.219], [0.046, 0.602, 0.434], [0.946, -0.508, -1.196], [-0.286, 0.065, 0.006], [0.252, 0.162, 0.152], [1.064, -0.525, 0.170], [-0.740, 0.773, 0.245], [-0.214, 0.050, 0.053], [0.100, -1.314, -1.193], [0.059, -0.441, -0.236], [-0.222, 0.377, -0.119], [0.158, 0.141, 0.201], [-0.124, -0.030, -0.048], [0.311, 1.062, -0.397], [-0.429, 0.516, -0.329], [-0.175, 0.659, -0.384], [-0.205, 0.186, 0.121], [0.368, -0.431, 0.157], [0.325, 0.178, -0.343], [0.027, -0.030, -0.124], [0.407, -0.083, 0.175], [0.037, 0.032, -0.173], [-0.543, -0.370, -0.530], [0.456, -0.146, -0.149], [0.059, 0.006, 0.096], [-0.235, -0.223, 0.872], [-0.344, -0.090, 0.113], [-0.022, 0.037, 0.267], [0.066, 0.189, -0.339], [-0.012, 0.078, -0.502], [0.263, -0.006, -0.048], [-0.334, -0.130, 0.012], [0.106, 0.281, 0.861], [0.365, 0.136, 0.126], [0.166, -0.149, 0.665], [0.392, -0.886, 0.857], [0.515, -0.069, 0.894], [-1.925, -0.781, -1.102], [-0.335, -1.949, 2.356], [-0.003, 0.153, -0.359], [0.346, -0.061, -0.740], [-0.007, 0.131, -0.026], [-0.085, -0.238, 0.128], [1.741, 1.130, 0.036], [0.049, 0.151, 0.175], [0.193, -0.002, 0.077], [0.891, -1.118, -0.120], [-0.730, -0.578, 0.657], [-0.437, -0.254, 1.111], [0.390, -0.362, 0.315], [0.895, 0.601, -0.461]],
  "mulliken_charge": [0.50, 0.47, 0.18, -0.12, 0.34, 0.19, 0.41, 0.41, 0.38, -0.42, -0.73, 0.43, -1.17, 0.02, -1.36, 0.15, 0.99, 0.48, 0.16, 0.35, -0.73, -0.27, -1.05, 0.37, -1.05, 0.47, 1.27, -1.19, -0.64, 0.42, 0.99, 0.33, 0.43, -0.69, 0.42, -0.09, 0.41, -0.69, -0.09, 0.40, 0.53, 0.46, 0.47, 0.54, 0.50, -0.05, 0.57, -0.62, 0.10, -0.11, -0.54, 1.34, -0.74, 0.14, 0.42, 0.34, 0.36, -0.03, -1.72, -0.68, -0.18, -0.05, 0.44, -0.17]
}